[1]
Below is a cluster of 2 separate species, C27H29N3O3 in total in a non-equilibrium geometry, with properties calculated with ωB97M-V with the def2-TZVPD basis set.

Properties
ΔE to the lowest compared entry with this formula, charge and spin, kcal per mole: 173.07
LUMO energy, eV: -2.85
Frontier orbital gap, eV: 3.24

ORCA input file:
```
! RIJCOSX wB97M-V def2-TZVPD def2/J DEFGRID3
* xyz 0 1
C 1.30745 4.12207 5.46607
C 1.87882 5.14691 4.46332
C 1.88615 4.46872 3.08585
N 1.17016 3.22865 3.27534
C 0.92271 2.37989 2.22241
C 1.98902 1.82727 1.47413
C 1.73770 0.85122 0.53910
C 0.40867 0.49482 0.19175
C 0.21210 -0.45983 -0.83021
C -0.83018 -0.40896 -1.76510
C -1.69734 0.71925 -1.92995
C -2.87298 0.60986 -2.64454
C -3.20648 -0.60519 -3.30431
N -4.43400 -0.78382 -3.91179
C -5.43260 -1.75786 -3.47365
C -6.68110 -1.48011 -4.32943
C -6.28087 -0.43167 -5.38327
C -4.81166 -0.07171 -5.12351
C -2.23400 -1.63855 -3.32904
C -1.06936 -1.53822 -2.60720
C -0.66327 1.11809 0.89567
C -0.40915 2.04903 1.87593
C 0.88547 2.88556 4.65543
H 2.06110 3.84176 6.21028
H 0.42932 4.52319 5.97962
H 1.22956 6.02534 4.39948
H 2.89034 5.46492 4.73416
H 1.37398 5.07738 2.32228
H 2.90641 4.27669 2.71211
H 3.00937 2.13769 1.70419
H 2.55352 0.35169 0.01530
H 0.91650 -1.28376 -0.88780
H -1.43855 1.67299 -1.46322
H -3.58879 1.43489 -2.65376
H -5.07850 -2.78899 -3.62874
H -5.63510 -1.63687 -2.39802
H -7.01974 -2.40755 -4.80055
H -7.49102 -1.09894 -3.69863
H -6.37637 -0.83509 -6.39554
H -6.90402 0.46380 -5.30452
H -4.63681 1.00541 -4.99378
H -4.19041 -0.40663 -5.97165
H -2.43112 -2.51020 -3.95009
H -0.32454 -2.33453 -2.61310
H -1.69496 0.85372 0.66363
H -1.22605 2.58003 2.37519
H 1.46216 1.99313 4.96285
H -0.17836 2.63724 4.78083
O 1.84321 -2.97315 0.27042
C 3.01905 -3.26962 0.57443
C 4.17060 -2.42360 0.23394
C 5.39365 -2.57950 0.82513
C 5.63705 -3.68111 1.67525
N 6.92954 -3.82389 2.25212
O 7.16613 -4.79530 3.00446
O 7.79253 -2.95459 1.97723
C 4.61397 -4.63181 1.92081
C 3.37806 -4.46667 1.35797
H 4.00627 -1.60780 -0.46011
H 6.20854 -1.87826 0.65649
H 4.84947 -5.47982 2.56214
H 2.59877 -5.19761 1.53623
*
```

***

[2]
Below is a structure of composition C27H29N4O4Sn, with properties calculated with ωB97M-V with the def2-TZVPD basis set.

Properties
ΔE to the lowest compared entry with this formula, charge and spin, kcal per mole: 0.00
LUMO energy, eV: -3.10
Frontier orbital gap, eV: 8.20

ORCA input file:
```
! RIJCOSX wB97M-V def2-TZVPD def2/J DEFGRID3
* xyz 1 1
Sn 0.24105 0.17378 -0.14932
C -1.44045 2.26536 -1.82955
N -1.35180 1.97831 -0.37131
C -2.74339 1.67194 0.08106
C -2.86251 0.91580 1.39934
C -2.77006 -0.59158 1.20142
N -1.77620 -0.91559 0.16949
C -1.97126 -1.99876 -0.49132
C -1.18224 -2.49233 -1.59266
C -1.34203 -3.83158 -1.98298
C -0.65422 -4.34024 -3.06013
C 0.17800 -3.49103 -3.79305
C 0.33074 -2.16412 -3.44472
C -0.33648 -1.64554 -2.33288
O -0.20769 -0.35098 -2.03473
C -0.88786 3.26439 0.24574
C -0.52110 3.26410 1.72100
C 0.66958 2.39534 2.11004
N 0.43142 0.95662 1.90108
C 0.26958 0.22226 2.94738
C 0.04769 -1.19380 2.99464
C -0.41020 -1.74869 4.20376
C -0.65468 -3.09558 4.31331
C -0.41215 -3.91875 3.20824
C 0.06756 -3.40592 2.02174
C 0.31021 -2.03167 1.88933
O 0.81994 -1.56567 0.76632
H -2.11168 3.11361 -1.99058
H -1.81723 1.39323 -2.35386
H -0.45272 2.51026 -2.20971
H -3.21410 1.08063 -0.70559
H -3.28800 2.61921 0.12933
H -3.82778 1.14781 1.85166
H -2.11006 1.24768 2.10697
H -3.73921 -0.98275 0.88261
H -2.50093 -1.09079 2.13483
H -2.82910 -2.61821 -0.21546
H -2.01865 -4.46427 -1.41981
H -0.77356 -5.37437 -3.34966
H 0.70877 -3.87647 -4.65417
H 0.96468 -1.49859 -4.01636
H -1.68774 3.99513 0.08565
H -0.02274 3.58986 -0.32464
H -1.37827 3.05049 2.36097
H -0.23569 4.29437 1.94832
H 0.90772 2.55254 3.16392
H 1.53964 2.67665 1.52079
H 0.28654 0.72855 3.91541
H -0.57664 -1.09320 5.05094
H -1.01573 -3.51650 5.24053
H -0.59460 -4.98288 3.28819
H 0.27237 -4.04638 1.17335
O 3.00606 2.82698 -1.73222
C 2.47278 1.82185 -1.34101
O 1.34342 1.81056 -0.66637
C 3.06510 0.46236 -1.58584
C 4.23896 0.29904 -2.29663
C 4.71951 -0.98917 -2.46724
C 4.01120 -2.04880 -1.92029
C 2.84423 -1.79074 -1.21994
N 2.38213 -0.55046 -1.05836
H 4.74193 1.17038 -2.68978
H 5.63540 -1.16497 -3.01524
H 4.35417 -3.06779 -2.02981
H 2.26045 -2.58065 -0.77047
*
```

***

[3]
Below is a structure of composition C27H29N7O2SV in a non-equilibrium geometry, with properties calculated with ωB97M-V with the def2-TZVPD basis set.

Properties
LUMO energy (spin up / spin down), eV: -7.43 / -7.52
Frontier orbital gap (spin up / spin down), eV: 6.15 / 5.77

ORCA input file:
```
! RIJCOSX wB97M-V def2-TZVPD def2/J DEFGRID3
* xyz 2 2
V 8.96729 13.47277 7.65072
N 5.41782 13.32381 6.17310
C 6.55898 13.18442 6.84607
S 6.79152 13.71037 8.49547
N 7.59398 12.78137 6.07754
N 8.54347 12.00250 6.69052
C 9.13229 11.06423 5.90483
C 9.79136 9.85966 6.26783
C 10.35041 9.08999 5.21168
C 10.60976 7.72332 5.45009
C 10.55221 7.09621 6.72709
C 10.19080 7.89483 7.82914
C 9.82425 9.28448 7.62588
O 9.56317 10.14578 8.51234
H 4.61027 13.67564 6.65175
H 5.39485 13.11313 5.18383
H 8.76582 11.18996 4.86499
H 10.41490 9.53664 4.24386
H 10.81936 7.09279 4.61667
H 10.87730 6.04146 6.87105
H 10.13807 7.40462 8.80041
N 9.54752 12.53103 9.41520
C 10.89970 12.91691 9.73887
C 11.40307 13.17840 10.99151
C 12.76479 13.58611 11.08233
C 13.63227 13.44630 10.01955
C 13.11649 13.04640 8.70868
C 13.86958 12.99613 7.49033
C 13.20270 13.04387 6.28786
C 11.82768 13.33386 6.26850
N 11.06615 13.22283 7.37746
C 11.70979 13.01416 8.55426
H 8.96438 12.45234 10.25719
H 9.56277 11.54473 8.98734
H 10.81411 13.13339 11.92179
H 13.11396 13.98590 12.01287
H 14.71104 13.67156 10.12177
H 14.97564 12.94517 7.50062
H 13.71710 13.01054 5.34198
H 11.31125 13.56389 5.33636
C 10.90650 21.23704 7.99067
C 10.09864 20.21540 8.72319
N 10.86436 19.21346 9.50403
C 11.37163 19.68207 10.81160
C 12.74892 19.11845 11.16647
C 10.58471 17.86935 9.43302
O 10.65882 17.09587 10.36946
C 10.33972 17.35130 8.04871
C 10.96424 17.75218 6.86026
C 10.63696 16.98296 5.72928
C 9.77978 15.89176 5.82531
N 9.25447 15.45278 6.99888
C 9.52717 16.20315 8.08005
H 10.21626 21.96157 7.47836
H 11.59561 20.81817 7.21637
H 11.54239 21.87617 8.65600
H 9.50876 19.66796 7.99245
H 9.41966 20.69650 9.42875
H 10.64033 19.33824 11.59780
H 11.37934 20.77275 10.74661
H 12.67599 18.04088 11.31020
H 13.11395 19.64496 12.05971
H 13.51956 19.30305 10.40286
H 11.74690 18.54915 6.78504
H 11.06096 17.27847 4.76090
H 9.44859 15.37200 4.91367
H 9.14489 15.88366 9.05970
*
```